A structure of composition C84H188As4Cl2F24N10, computed with the ωB97M-V functional and the def2-TZVPD basis.

Geometry as XYZ:
```
312
Properties=species:S:1:pos:R:3:lowdin_charge:R:1
C 6.2369 3.7463 2.3093 -0.066
C 5.2809 4.5663 1.4409 -0.232
C 5.1817 6.0049 1.9616 -0.103
N 4.3460 6.9554 1.0511 -0.284
C 3.0037 6.4192 0.9164 0.006
C 4.9756 7.1841 -0.2697 -0.086
C 4.2675 8.4843 -0.7274 -0.131
C 3.8667 9.2414 0.5452 -0.126
C 4.3379 8.3544 1.7027 -0.051
H 5.9532 3.7683 3.3389 0.063
H 7.2644 3.9711 2.0836 0.081
H 6.0970 2.7118 1.9591 0.062
H 4.2806 4.1640 1.5220 0.080
H 5.6971 4.5170 0.4000 0.124
H 6.1892 6.4266 1.9733 0.138
H 4.7883 6.0212 2.9544 0.095
H 3.1210 5.4336 0.4673 0.101
H 2.5048 7.1121 0.2856 0.084
H 2.4541 6.1754 1.8519 0.126
H 4.9763 6.2973 -0.9148 0.129
H 5.9980 7.3030 0.0542 0.134
H 3.3788 8.2160 -1.2466 0.094
H 4.9244 8.9652 -1.3838 0.103
H 2.7520 9.2837 0.5315 0.122
H 4.2237 10.2925 0.5536 0.136
H 3.7096 8.2813 2.6006 0.149
H 5.3453 8.5608 2.0066 0.131
C -5.7884 7.4129 -3.6382 -0.088
C -4.7365 6.3288 -3.8751 -0.197
C -5.1645 4.7973 -3.7732 -0.102
N -5.1928 4.2360 -2.3773 -0.235
C -6.0546 5.0806 -1.4496 0.053
C -3.7635 4.0423 -1.8045 -0.096
C -3.3581 2.7196 -2.4102 -0.160
C -4.5577 1.8361 -2.0375 -0.142
C -5.6978 2.7819 -2.4473 -0.080
H -6.6909 7.2736 -4.2093 0.085
H -5.3477 8.3684 -3.7928 0.076
H -6.0607 7.4112 -2.6090 0.040
H -3.9277 6.5147 -3.1823 0.089
H -4.3031 6.4658 -4.8928 0.127
H -4.4249 4.2754 -4.3171 0.106
H -6.1279 4.7600 -4.2779 0.138
H -7.0387 5.0619 -1.9064 0.123
H -5.5962 6.0553 -1.3593 0.092
H -5.9766 4.5913 -0.5136 0.083
H -3.8791 3.9380 -0.7282 0.024
H -3.0762 4.8695 -2.0491 0.137
H -2.4398 2.3149 -1.9601 0.096
H -3.2047 2.6933 -3.4946 0.109
H -4.5605 1.6961 -0.9585 0.078
H -4.5809 0.8692 -2.5558 0.107
H -6.5496 2.5983 -1.8015 0.128
H -6.0969 2.6794 -3.4708 0.136
C -6.3983 6.1274 6.0365 -0.097
C -5.0906 5.8055 5.3223 -0.231
C -3.9816 5.4077 6.3137 -0.111
N -2.7578 4.7744 5.7230 -0.268
C -1.8259 5.7461 5.0242 0.064
C -3.1021 3.6897 4.7718 -0.182
C -1.8674 2.8045 4.7676 -0.162
C -1.0426 3.0980 6.0321 -0.124
C -1.9612 4.0297 6.7968 -0.070
H -6.3251 6.9968 6.7121 0.088
H -6.7678 5.2859 6.5925 0.069
H -7.1952 6.4331 5.3077 0.099
H -4.8067 6.5915 4.5750 0.131
H -5.3700 4.9743 4.7059 0.087
H -4.3386 4.6971 7.0338 0.124
H -3.6948 6.3211 6.8067 0.140
H -1.4722 6.5069 5.7240 0.123
H -2.4247 6.1848 4.2423 0.104
H -0.9778 5.1463 4.6610 0.101
H -3.3255 4.0863 3.7867 0.017
H -3.9965 3.1304 5.1773 0.130
H -1.3816 2.9222 3.8332 0.079
H -2.1008 1.7673 4.8015 0.080
H -0.2236 3.7438 5.7432 0.073
H -0.6461 2.1601 6.4413 0.134
H -1.4481 4.7559 7.3960 0.139
H -2.7275 3.4811 7.3738 0.140
C 4.9179 0.4124 -6.9391 -0.075
C 3.6950 1.0285 -6.2359 -0.213
C 3.4775 2.4919 -6.5866 -0.085
N 2.7591 3.3244 -5.4822 -0.240
C 1.4340 2.7330 -5.2098 -0.006
C 2.5837 4.7378 -6.0374 -0.090
C 2.9467 5.6321 -4.8600 -0.136
C 4.1444 4.8379 -4.2907 -0.121
C 3.5852 3.4310 -4.2654 -0.146
H 4.9415 -0.6783 -6.8761 0.070
H 5.8781 0.6024 -6.4685 0.079
H 4.9590 0.6372 -8.0092 0.086
H 3.7765 0.9008 -5.1750 0.074
H 2.8367 0.4947 -6.6264 0.107
H 3.0830 2.7452 -7.5522 0.138
H 4.4404 2.9862 -6.6086 0.127
H 1.5676 1.7556 -4.7767 0.076
H 0.8737 2.5301 -6.1068 0.110
H 0.7823 3.3071 -4.5638 0.114
H 1.5610 4.8463 -6.4116 0.143
H 3.3671 4.8729 -6.7752 0.131
H 2.1422 5.6990 -4.1455 0.110
H 3.1945 6.6101 -5.3114 0.134
H 4.5374 5.1341 -3.3185 0.110
H 4.9915 4.8606 -5.0081 0.135
H 2.9389 3.2902 -3.4366 0.113
H 4.3476 2.6760 -4.1458 0.107
C 1.9288 -6.0448 2.7171 -0.088
C 1.9483 -5.5209 4.1347 -0.208
C 0.5453 -5.0594 4.7573 -0.173
N 0.6558 -4.5604 6.0937 -0.262
C 1.1864 -5.6036 7.0660 0.060
C -0.7180 -4.2460 6.6225 -0.134
C -0.4913 -3.1276 7.6082 -0.120
C 0.3902 -2.1981 6.6922 -0.143
C 1.3995 -3.2131 6.0856 -0.091
H 1.5311 -5.2949 2.0024 0.083
H 1.3028 -6.9443 2.7280 0.088
H 2.9074 -6.3777 2.3309 0.072
H 2.7539 -4.7879 4.2634 0.085
H 2.2237 -6.2993 4.8727 0.104
H -0.0172 -6.0124 4.7902 0.152
H 0.0222 -4.3544 4.1516 0.024
H 0.6744 -5.5366 8.0224 0.111
H 2.2007 -5.3612 7.1440 0.090
H 1.0259 -6.5605 6.6047 0.108
H -1.1834 -5.1503 7.0064 0.146
H -1.2948 -3.8628 5.7934 0.107
H 0.1240 -3.5625 8.4125 0.116
H -1.3771 -2.7292 8.0920 0.123
H 0.9094 -1.3463 7.2505 0.142
H -0.1970 -1.7400 5.8903 0.035
H 2.3157 -3.2394 6.6923 0.133
H 1.7247 -2.9744 5.0432 0.099
C -5.3189 -2.4293 -1.4426 -0.075
C -4.7800 -3.1920 -2.6266 -0.222
C -5.7907 -3.3234 -3.7711 -0.094
N -5.2382 -4.1433 -4.9557 -0.262
C -4.8852 -5.5600 -4.5390 0.063
C -4.0724 -3.4443 -5.5771 -0.118
C -4.0432 -3.9311 -7.0040 -0.142
C -5.4555 -4.3637 -7.3313 -0.130
C -6.2279 -4.1830 -6.0491 -0.117
H -5.5114 -1.3962 -1.7420 0.070
H -4.6543 -2.4123 -0.5728 0.044
H -6.3175 -2.8071 -1.1511 0.094
H -4.4928 -4.1881 -2.3894 0.085
H -3.8664 -2.7697 -3.0695 0.101
H -6.0377 -2.3257 -4.1856 0.142
H -6.6668 -3.7669 -3.3652 0.127
H -4.5975 -6.0916 -5.4508 0.117
H -5.8144 -5.9909 -4.1506 0.125
H -4.0568 -5.6073 -3.8286 0.077
H -3.1595 -3.6060 -4.9967 0.125
H -4.3047 -2.3577 -5.5350 0.140
H -3.3698 -4.7444 -7.1220 0.106
H -3.7110 -3.1926 -7.6897 0.115
H -5.5127 -5.3947 -7.6857 0.126
H -5.8799 -3.7536 -8.1296 0.129
H -6.9682 -4.9460 -5.8929 0.141
H -6.6922 -3.2100 -5.9713 0.133
C 1.9889 1.8693 3.3759 -0.098
C 1.6388 1.1257 2.1293 -0.236
C 0.1285 1.1407 1.8652 -0.146
N -0.3170 0.4998 0.5804 -0.220
C 0.5939 -0.7070 0.2846 -0.126
C 0.0886 -1.5480 -0.8389 -0.146
C -1.3320 -2.1215 -0.5948 -0.162
C -2.2155 -0.9281 -0.3536 -0.166
C -1.7599 -0.0407 0.7867 -0.146
C -0.2790 1.5032 -0.4925 0.008
H 3.0058 1.6487 3.6862 0.064
H 1.3278 1.5259 4.2058 0.091
H 1.7905 2.9253 3.1781 0.068
H 1.8274 0.0633 2.3544 0.084
H 2.2734 1.4369 1.3173 0.093
H -0.4527 2.0946 1.8742 0.131
H -0.3563 0.5703 2.6621 0.070
H 0.7646 -1.2352 1.2469 0.048
H 1.5625 -0.3060 0.0085 0.095
H 0.6833 -2.3956 -1.0937 0.105
H 0.0196 -1.0106 -1.7915 0.091
H -1.3352 -2.8608 0.2119 0.097
H -1.5516 -2.6310 -1.5262 0.085
H -3.2576 -1.2350 -0.1042 0.084
H -2.3225 -0.2942 -1.2584 0.104
H -1.7473 -0.5419 1.7466 0.024
H -2.4623 0.8033 0.8686 0.046
H -0.9966 2.2748 -0.3052 0.080
H -0.4209 1.0572 -1.5041 0.085
H 0.7842 1.8875 -0.4707 0.121
C 2.8200 -2.0285 -3.6145 -0.091
C 2.2099 -3.4157 -3.6533 -0.221
C 2.3680 -4.0072 -5.0946 -0.058
N 1.6100 -5.3757 -5.3443 -0.250
C 1.9919 -5.9739 -6.6811 -0.087
C 3.5030 -6.3966 -6.7097 -0.137
C 3.8991 -7.3063 -5.5222 -0.184
C 3.4490 -6.6381 -4.2193 -0.172
C 1.9505 -6.3486 -4.2751 -0.138
C 0.1740 -5.0538 -5.3195 -0.024
H 2.2433 -1.3306 -4.2362 0.072
H 3.8652 -1.9668 -3.9150 0.083
H 2.7409 -1.6002 -2.6258 0.042
H 1.1521 -3.2898 -3.5565 0.056
H 2.4739 -4.0704 -2.8161 0.103
H 3.4160 -4.0622 -5.4172 0.115
H 1.8264 -3.3099 -5.7521 0.135
H 1.7732 -5.2940 -7.4624 0.118
H 1.4024 -6.8848 -6.8779 0.148
H 4.1125 -5.4879 -6.5929 0.103
H 3.7022 -6.9399 -7.6562 0.132
H 4.9785 -7.4285 -5.5032 0.112
H 3.4600 -8.3421 -5.5189 0.137
H 4.0460 -5.6550 -4.0175 0.136
H 3.7156 -7.2495 -3.3727 0.112
H 1.5619 -5.9571 -3.3116 0.098
H 1.3723 -7.2870 -4.4561 0.155
H -0.0630 -4.5081 -4.3838 0.066
H -0.4591 -5.9659 -5.2616 0.114
H -0.1194 -4.4018 -6.1538 0.118
C -2.9898 -4.6298 2.7682 -0.088
C -3.5870 -3.5108 3.6488 -0.236
C -4.0342 -2.3926 2.6741 -0.142
N -4.6895 -1.1767 3.3029 -0.230
C -6.1568 -1.4960 3.6634 -0.083
C -6.7993 -0.2904 4.3727 -0.128
C -5.9421 0.1550 5.6194 -0.169
C -4.5102 0.4863 5.2046 -0.179
C -3.9195 -0.7962 4.5535 -0.086
C -4.6599 -0.1157 2.2394 -0.043
H -3.4598 -4.7192 1.8021 0.059
H -3.0265 -5.6396 3.2166 0.088
H -1.9283 -4.4515 2.5000 0.046
H -2.7732 -3.0697 4.1804 0.012
H -4.3589 -3.7883 4.3599 0.109
H -4.6831 -2.7858 1.8819 0.132
H -3.0425 -2.0397 2.3849 0.070
H -6.2221 -2.3426 4.3470 0.131
H -6.6505 -1.8759 2.7484 0.143
H -7.8617 -0.5260 4.6626 0.143
H -6.8267 0.5308 3.6720 0.097
H -5.8371 -0.5578 6.4160 0.106
H -6.4284 1.0249 6.1293 0.128
H -3.9080 0.7513 6.0893 0.127
H -4.5952 1.3118 4.4773 0.089
H -3.9602 -1.6262 5.2759 0.138
H -2.8997 -0.5714 4.2141 0.107
H -3.6684 0.2299 2.0462 0.018
H -5.1702 0.7345 2.6052 0.022
H -5.1236 -0.4822 1.3082 0.122
C 4.9706 -0.6191 4.4082 -0.072
C 4.9444 -0.9826 2.9501 -0.232
C 5.2635 -2.4423 2.8675 -0.168
N 5.2068 -3.1084 1.5505 -0.239
C 6.2016 -2.5588 0.5547 -0.089
C 6.0615 -3.2432 -0.7778 -0.171
C 6.3663 -4.7192 -0.7087 -0.156
C 5.5765 -5.3783 0.4763 -0.143
C 5.6341 -4.5688 1.7595 -0.092
C 3.7713 -2.9868 1.1060 0.038
H 5.9885 -0.5757 4.7992 0.096
H 4.3449 -1.2961 4.9548 0.064
H 4.6253 0.4321 4.4945 0.083
H 5.6390 -0.3846 2.3739 0.107
H 3.9529 -0.6992 2.5510 0.104
H 4.5438 -2.9943 3.5308 0.134
H 6.2488 -2.6735 3.2682 0.147
H 7.1871 -2.7157 0.9994 0.150
H 6.1545 -1.4767 0.4686 0.117
H 6.7989 -2.8462 -1.4588 0.126
H 5.1066 -2.9828 -1.2215 0.106
H 7.4242 -4.9601 -0.5908 0.124
H 6.1122 -5.2568 -1.6196 0.109
H 5.9970 -6.3703 0.6514 0.127
H 4.5294 -5.5037 0.1737 0.104
H 6.6632 -4.4697 2.1225 0.141
H 5.0603 -4.9612 2.5830 0.118
H 3.5740 -3.6436 0.2811 0.092
H 3.6153 -1.9784 0.7954 0.074
H 3.1019 -3.1890 1.9476 0.108
Cl -3.8192 2.9577 1.6542 -0.140
Cl -0.4591 -2.0568 3.2633 0.050
As -1.2049 -0.3223 -4.7601 0.765
F -1.9969 1.1974 -5.3188 -0.287
F -0.2205 0.5773 -3.6411 -0.253
F -0.4723 -1.7940 -4.1824 -0.234
F -2.1706 -1.1960 -5.9364 -0.250
F 0.0150 -0.1756 -5.9585 -0.236
F -2.5005 -0.4419 -3.6074 -0.249
As 3.0983 4.9967 5.4916 0.853
F 1.6643 5.9515 5.0672 -0.289
F 1.9789 3.5687 5.5128 -0.304
F 4.5005 3.8663 5.6997 -0.285
F 4.0325 6.4403 5.4440 -0.234
F 2.9547 5.1758 7.2032 -0.231
F 3.2710 4.7359 3.7107 -0.300
As 4.6247 0.9964 -1.4487 0.774
F 5.3558 1.0314 0.1423 -0.247
F 3.3839 2.0726 -0.9175 -0.248
F 3.8706 0.9025 -3.0137 -0.258
F 5.8074 -0.1896 -2.0430 -0.258
F 3.6684 -0.3872 -0.9458 -0.268
F 5.5988 2.3211 -2.0370 -0.238
As -1.3294 -6.0291 -1.8474 0.817
F 0.3839 -5.5448 -1.8496 -0.279
F -1.7620 -5.0379 -0.4463 -0.261
F -3.0310 -6.5200 -1.9160 -0.267
F -1.0491 -7.1310 -3.1874 -0.255
F -0.9470 -7.3527 -0.7955 -0.240
F -1.5821 -4.6519 -2.9171 -0.270
```

- calculated total energy (eV) = -438663.2981
- gap between HOMO and LUMO (eV) = 9.09
- total charge = +4